Here is a cluster of 2 separate species, CH5IN4O in total from the Open Molecules 2025 dataset. Energies are from ωB97M-V/def2-TZVPD.

F_max = 5.37 eV Å⁻¹
Kohn-Sham gap = 8.216 eV
Total energy = -17203.1015 eV
Charge = +2
E_HOMO = -18.14 eV

Geometry (Å):
C -0.70751 0.16724 -0.08546
N -1.18467 1.34020 -0.16845
N 1.98981 -1.00917 0.04606
N -2.54811 1.81181 -0.06159
N 2.17174 -2.22588 0.15884
O -0.47652 -0.92985 0.08709
I 3.42906 0.36430 0.14629
H -0.64488 2.18014 -0.38633
H -2.82073 2.67758 -0.37106
H 1.18342 -2.78755 0.21793
H 2.94107 -2.73837 0.50126
H -3.33268 1.14955 -0.08457

For each atom in turn, the Mulliken charge in e is: 0.649 0.125 -0.126 -0.502 -0.102 -0.126 0.529 0.319 0.259 0.364 0.315 0.295

Here is a cluster of 2 separate species, C10H16F3O5 in total from the Open Molecules 2025 dataset. Energies are from ωB97M-V/def2-TZVPD.

F_max = 8.84 eV Å⁻¹
Kohn-Sham gap = 4.530 eV
Total energy = -29015.0982 eV
Charge = -1
E_HOMO = -1.79 eV

Geometry (Å):
C 3.73498 -1.04573 -1.43922
C 3.24843 -0.10114 -2.72383
O 4.44864 0.01034 -3.61076
C 2.86180 1.39258 -2.17067
C 1.40535 1.50195 -1.42558
C 0.14856 1.16306 -2.42147
C -0.42299 -0.34473 -2.07599
O -0.56521 -0.64727 -0.75557
O -0.80654 -1.29051 -3.15101
H 4.90298 -1.26248 -1.52516
H 3.16771 -2.07834 -1.50432
H 3.47913 -0.42160 -0.47767
H 2.40397 -0.64507 -3.32542
H 4.39157 0.83925 -4.17548
H 2.91234 2.24795 -2.97958
H 3.68706 1.66813 -1.35461
H 1.27312 2.65146 -1.15422
H -0.73255 1.91271 -2.12746
H 0.35346 1.35228 -3.56254
H -0.60016 -2.19945 -2.74782
C -1.86490 -1.40427 1.67052
C -2.45026 -1.72435 3.03486
O -2.50980 -0.54499 3.85013
C -3.56213 0.29956 3.61180
O -4.41981 0.09868 2.75561
C -3.53390 1.48393 4.57632
F -2.29417 2.04159 4.68951
F -3.90595 1.12621 5.83855
F -4.36982 2.49454 4.20545
H -0.89015 -0.91823 1.77582
H -1.74680 -2.31410 1.07694
H -2.50671 -0.71199 1.11774
H -1.79885 -2.43758 3.55262
H -3.43838 -2.19238 2.95249

For each atom in turn, the Mulliken charge in e is: -1.014 0.509 -0.575 -0.869 -0.646 -0.483 0.186 -0.348 -0.485 0.292 0.201 0.305 0.087 0.314 0.354 0.195 0.056 0.315 0.242 0.344 -0.988 -0.295 -0.286 0.395 -0.520 0.828 -0.238 -0.252 -0.242 0.332 0.381 0.289 0.305 0.312

Here is a cluster of 2 separate species, C2H10N2 in total from the Open Molecules 2025 dataset. Energies are from ωB97M-V/def2-TZVPD.

F_max = 2.74 eV Å⁻¹
Kohn-Sham gap (spin up / spin down) = 12.188 / 5.677 eV
Total energy = -5206.9254 eV
Charge = +1
Expectation value of S² = 0.758
2S+1 = 2
E_HOMO (spin up / spin down) = -15.49 / -14.54 eV

Geometry (Å):
N -1.45270 1.74596 0.77623
H -2.40368 1.44989 0.99505
H -1.50016 2.20737 -0.13246
H -0.92487 0.88089 0.62372
C 0.00166 -1.21854 -1.14980
N 0.13545 -0.72949 0.21558
C 1.32013 0.06077 0.48262
H -0.19188 -0.36982 -1.80402
H 0.96400 -1.62322 -1.47795
H -0.79199 -1.95552 -1.18368
H 0.08199 -1.51852 0.85639
H 2.24162 -0.42928 0.17908
H 1.31171 0.42592 1.51572
H 1.20870 1.07358 0.10351

For each atom in turn, the Mulliken charge in e is: -0.591 0.298 0.291 0.319 -0.735 -0.155 -0.869 0.310 0.351 0.346 0.313 0.367 0.401 0.353

Here is a cluster of 2 separate species, C10H16O in total from the Open Molecules 2025 dataset. Energies are from ωB97M-V/def2-TZVPD.

F_max = 1.51 eV Å⁻¹
Kohn-Sham gap (spin up / spin down) = 10.063 / 7.074 eV
Total energy = -12668.5986 eV
Charge = +1
Expectation value of S² = 0.765
2S+1 = 2
E_HOMO (spin up / spin down) = -13.97 / -14.58 eV

Geometry (Å):
C 3.53162 1.88492 1.11765
C 2.43094 0.85444 0.88823
H 3.72272 2.54147 0.27147
H 3.26347 2.57385 1.92144
H 4.43152 1.36886 1.44280
H 2.37274 0.18460 1.71395
H 2.58404 0.31549 -0.04434
H 1.46561 1.35650 0.76111
C -0.04078 -1.76509 0.48668
C -0.66785 -3.15250 0.68718
C -0.84279 -0.71131 -0.15120
C -2.18952 -0.45338 0.20539
C -0.22307 0.18843 -1.09204
C -2.96975 0.34859 -0.56999
C -0.93202 1.14303 -1.75125
C -2.33916 1.12834 -1.58357
O -3.12029 1.86997 -2.34755
H 0.27426 -1.38915 1.47263
H 0.87348 -1.92343 -0.08872
H -1.58652 -3.13317 1.27243
H -2.66653 -1.05263 0.97117
H 0.82867 0.00791 -1.25485
H -4.01460 0.51743 -0.42597
H -0.39337 1.82163 -2.39332
H -2.89043 2.80992 -2.41193
H 0.02849 -3.81152 1.19293
H -0.93089 -3.52319 -0.29034

For each atom in turn, the Mulliken charge in e is: -1.168 -0.506 0.337 0.319 0.316 0.266 0.233 0.249 -0.463 -1.372 0.754 -0.454 -0.474 -0.493 -0.649 0.582 -0.445 0.294 0.398 0.353 0.367 0.512 0.481 0.416 0.385 0.385 0.378

Here is a cluster of 6 separate species, C37H93BN6O7PS in total from the Open Molecules 2025 dataset. Energies are from ωB97M-V/def2-TZVPD.

F_max = 2.45 eV Å⁻¹
Kohn-Sham gap = 6.291 eV
Total energy = -83949.2607 eV
Charge = -1
E_HOMO = -4.39 eV

Geometry (Å):
C 5.76270 2.23798 -1.16413
C 4.41283 1.58156 -1.54535
C 4.62596 0.31166 -2.37816
C 4.90287 -0.94243 -1.52745
C 4.30057 -2.24282 -2.09069
C 2.98330 -2.66122 -1.40551
C 2.02506 -1.47302 -1.32652
C 0.57148 -1.85547 -1.02265
C -0.19060 -0.57792 -0.58224
C -1.64449 -0.56503 -1.03545
C -2.30072 0.82561 -1.10405
C -1.63398 1.76311 -2.11572
P -0.28624 3.10286 -1.68158
S -0.16755 2.65050 0.59884
C -0.12982 3.52897 -3.54634
C 1.25271 3.09057 -4.09793
C 1.20115 1.70252 -4.75327
O 1.12826 4.34945 -1.37206
C 0.83155 5.57184 -1.44699
N 0.66366 6.70326 -1.67142
B -1.74716 4.40979 -1.33886
C -2.28304 4.81235 0.09704
O -2.40896 4.98698 -2.42736
H 6.53161 1.46391 -1.12372
H 5.68761 2.73208 -0.19665
H 6.06024 2.97195 -1.91188
H 3.85192 2.31509 -2.12519
H 3.83696 1.38410 -0.64042
H 3.74749 0.17636 -3.01247
H 5.45822 0.50532 -3.06167
H 5.98972 -1.04317 -1.46195
H 4.56116 -0.75861 -0.50633
H 5.04618 -3.03990 -2.03187
H 4.07957 -2.08848 -3.15144
H 3.24751 -3.02018 -0.40537
H 2.54842 -3.48291 -1.97778
H 2.03148 -0.97263 -2.29676
H 2.35183 -0.80283 -0.53122
H 0.08711 -2.26498 -1.91276
H 0.53410 -2.57635 -0.20106
H 0.36325 0.27117 -0.97964
H -0.17043 -0.52123 0.50824
H -1.65366 -0.91883 -2.07592
H -2.26858 -1.25431 -0.46269
H -2.55951 1.23934 -0.12978
H -3.29054 0.58269 -1.52963
H -1.19455 1.12741 -2.89305
H -2.42833 2.30933 -2.64123
H 0.75388 2.12999 -1.85907
H 0.83835 1.78567 0.79932
H -0.26493 4.58664 -3.77261
H -0.86537 2.98836 -4.14617
H 2.00887 3.10147 -3.31419
H 1.50356 3.79387 -4.89635
H 0.33786 1.62794 -5.41656
H 2.09198 1.54747 -5.36999
H 1.16480 0.90511 -4.00743
H -1.47355 5.22802 0.69977
H -3.02674 5.60883 -0.00768
H -2.75022 3.97674 0.62182
H -3.11614 4.41172 -2.73784
C 1.75238 3.24235 6.70996
C 1.79429 3.54464 5.21473
C 1.07615 4.84876 4.83496
O -0.33394 4.75791 4.80784
C -0.97856 4.92952 6.05080
N 1.27401 2.39161 4.47923
H 0.76680 2.90217 7.02859
H 2.46105 2.44941 6.95112
H 2.01920 4.12302 7.29935
H 2.84564 3.66848 4.93616
H 1.36998 5.11080 3.81581
H 1.39203 5.67819 5.48470
H -0.46623 5.67082 6.67498
H -1.05763 3.98334 6.59447
H -1.99067 5.28295 5.85339
H 1.38724 2.56293 3.48300
H 0.26525 2.37905 4.60611
C 4.39516 -6.21572 -6.74896
C 5.06870 -5.72342 -5.47246
C 4.14896 -5.75062 -4.24332
O 3.21801 -4.69385 -4.18559
C 2.01513 -4.88502 -4.90428
N 5.62840 -4.39154 -5.71541
H 3.68961 -5.48517 -7.14445
H 5.14301 -6.39379 -7.52192
H 3.85981 -7.15192 -6.57619
H 5.90150 -6.40141 -5.25941
H 4.77450 -5.63324 -3.35325
H 3.63827 -6.71908 -4.14840
H 1.68651 -5.92743 -4.86832
H 2.10942 -4.55730 -5.94331
H 1.25355 -4.26699 -4.42913
H 6.15766 -4.09740 -4.89926
H 4.85346 -3.73406 -5.75345
C -3.97961 -7.31075 -3.94350
C -2.69865 -7.82243 -4.59394
C -1.45076 -7.64029 -3.71764
O -0.93761 -6.32518 -3.68933
C -1.54731 -5.45052 -2.75571
N -2.55136 -7.19234 -5.90859
H -4.02784 -6.22188 -3.93969
H -4.84840 -7.67021 -4.49480
H -4.06594 -7.66207 -2.91306
H -2.81895 -8.89885 -4.75204
H -0.65005 -8.25466 -4.14057
H -1.62660 -8.00538 -2.69683
H -1.82929 -5.97460 -1.83804
H -2.42285 -4.95645 -3.18427
H -0.81986 -4.67819 -2.50526
H -1.75173 -7.59834 -6.38636
H -2.28224 -6.22344 -5.75738
C -3.36109 9.42524 9.48477
C -2.69307 9.05094 8.16574
C -3.60202 8.25179 7.22097
O -3.74802 6.88668 7.56024
C -4.73826 6.60351 8.52772
N -1.43871 8.35023 8.45251
H -3.45517 8.56806 10.15171
H -2.76599 10.17527 10.00569
H -4.35667 9.84201 9.31809
H -2.44327 9.98284 7.64971
H -3.14237 8.25493 6.22920
H -4.58613 8.72793 7.11731
H -5.60389 7.26475 8.42295
H -4.34114 6.67641 9.54374
H -5.06375 5.57534 8.37049
H -0.94329 8.18321 7.58095
H -1.67559 7.41835 8.78330
C -3.88238 -5.60468 2.62209
C -2.94753 -4.42770 2.88129
C -3.24080 -3.20430 2.00115
O -2.77283 -3.31449 0.67261
C -3.63173 -3.98534 -0.22485
N -1.56204 -4.88588 2.74895
H -3.65179 -6.10891 1.68330
H -3.78367 -6.34336 3.41772
H -4.92487 -5.28074 2.59103
H -3.09707 -4.11381 3.91888
H -2.70876 -2.34814 2.42434
H -4.30966 -2.95200 2.01233
H -4.68468 -3.78214 -0.00621
H -3.45573 -5.06511 -0.21642
H -3.40674 -3.61645 -1.22623
H -0.93441 -4.13135 3.01252
H -1.37718 -5.02277 1.75843

Atom charges from the Mulliken analysis, given in e for atoms 1 to 99: -1.479 0.403 -0.557 -0.877 -0.531 -1.076 0.516 -0.849 1.129 -0.061 -1.098 -1.492 1.414 -0.188 -1.394 0.287 -1.036 -0.807 0.585 -0.723 0.819 -1.086 -0.592 0.314 0.388 0.370 -0.237 0.170 0.066 0.625 0.534 0.464 0.327 0.222 0.346 0.213 -0.347 0.227 0.227 0.285 -0.988 0.426 0.470 -0.534 0.269 0.331 0.264 0.780 -0.569 -0.062 0.501 0.613 -0.328 0.395 0.422 0.434 -0.102 0.342 0.214 0.345 0.290 -1.485 0.390 -0.679 -0.327 -0.626 -0.703 0.255 0.382 0.350 0.417 0.361 0.382 0.219 0.255 0.244 0.224 0.331 -1.425 0.294 -0.722 -0.230 -0.728 -0.739 0.271 0.364 0.346 0.413 0.320 0.437 0.321 0.258 0.174 0.291 0.342 -1.373 0.321 -0.764 -0.229

Here is the ion CH3INO with charge -1 from the Open Molecules 2025 dataset. Energies are from ωB97M-V/def2-TZVPD.

F_max = 2.88 eV Å⁻¹
SMILES string = CN([O-])I
Kohn-Sham gap (spin up / spin down) = 6.918 / 6.918 eV
Total energy = -12722.8011 eV
Charge = -1
E_HOMO (spin up / spin down) = -3.07 / -3.07 eV

Geometry (Å):
C -0.21328 -0.14936 0.09954
N -1.66011 -0.46351 0.28928
O -2.35721 -0.47736 -0.74551
I -1.29716 -2.86217 1.18702
H 0.13558 0.08447 1.21871
H 0.35430 -0.96630 -0.48379
H -0.20795 0.81422 -0.62347

For each atom in turn, the Mulliken charge in e is: -0.536 -0.060 -0.413 -0.690 0.226 0.218 0.255

- Which value of total energy does entry 6 give?
  -12722.8011 eV